No. 1
C33H61BrFINO11P3 | the ωB97M-V functional and the def2-TZVPD basis

Results
- spin multiplicity = 1
- Kohn-Sham gap (eV) = 7.8

Last column: Löwdin charge in e.
Atoms and positions in Å:
C  -1.84003  -2.30617  0.06234  -0.14
C  -0.37067  -2.24716  0.59689  -0.25
C  0.57138  -3.39111  0.07288  -0.51
Br  -0.52378  -5.04733  0.01410  0.79
C  1.26325  -3.06566  -1.29108  -0.33
C  1.68881  -4.22705  -2.21026  -0.09
C  0.61222  -4.82738  -3.12154  -0.22
C  -0.69272  -4.34885  -3.31775  -0.07
C  -1.64658  -4.99507  -4.15721  -0.06
C  -1.29009  -6.17530  -4.84347  -0.05
C  0.03549  -6.68045  -4.65947  -0.25
C  0.36968  -7.99858  -5.39451  -0.06
C  0.97217  -6.02842  -3.82434  0.00
O  0.52149  -1.96967  -1.88133  0.02
C  1.16041  -0.74061  -1.87625  -0.43
O  0.63362  0.31378  -1.78788  0.15
C  2.66114  -1.13021  -1.96848  -0.33
C  2.77170  -1.50404  -3.51772  -0.17
C  2.63164  -0.27196  -4.46245  -0.19
C  2.17208  -0.82100  -5.85609  -0.25
O  0.82432  -1.26593  -5.80829  -0.06
P  3.96648  0.18206  -1.77086  0.80
N  4.55296  0.37201  -0.32095  -0.29
C  2.61367  -2.29839  -0.95246  -0.33
F  2.48174  -1.58995  0.27249  0.00
C  3.92135  -3.08387  -0.71956  -0.11
C  3.93605  -3.96107  0.56784  -0.28
C  5.40869  -3.90230  1.10771  -0.68
I  5.86851  -5.46144  2.50965  0.73
H  -2.23989  -1.27447  0.07228  0.08
H  -1.91453  -2.66516  -0.97269  0.04
H  -2.46083  -2.91861  0.73062  0.06
H  0.07245  -1.24680  0.49754  0.09
H  -0.45529  -2.43399  1.68741  0.11
H  1.29238  -3.57375  0.88210  0.08
H  2.55865  -3.99865  -2.84797  0.11
H  2.03033  -5.04090  -1.53739  0.13
H  -1.03863  -3.45735  -2.78985  0.09
H  -2.65701  -4.58267  -4.26320  0.10
H  -2.03740  -6.68297  -5.46099  0.10
H  -0.38136  -8.20949  -6.16921  0.07
H  1.40587  -8.00814  -5.75983  0.07
H  0.24742  -8.79798  -4.63402  0.08
H  1.97113  -6.47300  -3.73746  0.12
H  2.02307  -2.24175  -3.83745  0.11
H  3.80997  -1.87545  -3.65362  0.12
H  3.54198  0.34385  -4.54814  0.10
H  1.82069  0.41940  -4.15072  0.11
H  2.82720  -1.67447  -6.09579  0.12
H  2.27530  -0.03919  -6.63478  0.12
H  0.23223  -0.51395  -5.90714  0.09
H  3.38622  1.36736  -2.30733  0.04
H  5.04691  -0.21047  -2.61819  0.03
H  4.39717  1.31870  0.01432  -0.04
H  4.26352  -3.66202  -1.59771  0.13
H  4.71029  -2.31690  -0.56410  0.10
H  3.31131  -3.56283  1.37914  0.10
H  3.66935  -5.01588  0.39108  0.09
H  6.12673  -3.84935  0.27208  0.05
H  5.51165  -2.93657  1.63573  0.06
C  3.38142  4.73325  5.50788  -0.09
C  3.65441  4.20846  4.10811  -0.29
O  2.66819  3.27142  3.67555  -0.22
P  1.13348  3.84062  3.41942  0.67
O  1.35097  4.49324  2.07327  -0.22
O  0.37659  2.51320  2.79210  -0.27
C  -0.09747  2.44973  1.44768  -0.26
C  0.97180  1.92429  0.51157  -0.07
O  0.68855  3.33592  4.95215  -0.24
C  0.06749  2.07948  5.25417  -0.27
C  0.97388  0.87911  5.06400  -0.07
H  2.45308  5.31024  5.54053  0.07
H  4.19582  5.38018  5.83841  0.08
H  3.27801  3.90854  6.21319  0.08
H  3.70992  5.03625  3.39390  0.11
H  4.61390  3.69047  4.08905  0.12
H  -0.48117  3.41606  1.12485  0.09
H  -0.94815  1.76238  1.44494  0.12
H  1.92614  2.43592  0.64575  0.08
H  0.65883  2.02995  -0.52045  0.06
H  1.15822  0.86712  0.70955  0.06
H  -0.86624  1.97878  4.70283  0.11
H  -0.21464  2.13381  6.30856  0.12
H  1.42023  0.83556  4.07339  0.07
H  0.40326  -0.03840  5.21930  0.08
H  1.79869  0.90611  5.77871  0.08
C  -7.93088  3.39430  -0.30484  -0.09
C  -7.35097  4.77607  -0.05280  -0.29
O  -6.29774  4.75825  0.91218  -0.22
P  -4.89772  3.98725  0.49524  0.65
O  -4.29171  4.98189  -0.46043  -0.22
O  -3.91881  4.31750  1.77854  -0.26
C  -2.75659  5.13526  1.67175  -0.28
C  -3.08709  6.59495  1.91366  -0.06
O  -5.38289  2.55954  1.20567  -0.23
C  -5.04971  2.15543  2.54057  -0.27
C  -5.71450  2.98328  3.62223  -0.07
H  -7.18865  2.72903  -0.75378  0.07
H  -8.78499  3.45679  -0.98120  0.08
H  -8.25477  2.93780  0.63067  0.08
H  -6.98287  5.21206  -0.98670  0.11
H  -8.12667  5.43594  0.33697  0.12
H  -2.26115  4.98237  0.71390  0.10
H  -2.05752  4.79308  2.43970  0.11
H  -3.94447  6.92576  1.32816  0.07
H  -2.23056  7.22655  1.67468  0.08
H  -3.34843  6.75174  2.96247  0.08
H  -3.96816  2.11471  2.66264  0.11
H  -5.39809  1.12410  2.63398  0.12
H  -5.53764  4.05020  3.50987  0.07
H  -5.33776  2.67839  4.60011  0.08
H  -6.79669  2.84064  3.60166  0.08

=====

No. 2
C36H90F2N7O16S2Sn | the ωB97M-V functional and the def2-TZVPD basis

Results
- spin multiplicity = 1
- ΔE to the lowest compared entry with this formula, charge and spin (kcal/mol) = 188.6
- Kohn-Sham gap (eV) = 1.0
- charge = +1

Last column: Löwdin charge in e.
Atoms and positions in Å:
Sn  -1.89836  -4.40671  3.54695  1.47
N  -0.92414  -1.48908  -0.50193  -0.24
S  -1.43591  -0.74591  -1.71702  0.38
O  -1.44616  -1.53932  -2.93018  -0.27
O  -1.37026  0.71929  -1.81292  -0.28
F  -2.98213  -0.83996  -1.24370  -0.24
S  0.66390  -1.03538  -1.01310  0.53
O  1.10243  0.29979  -0.70096  -0.27
O  1.25038  -1.71679  -2.14559  -0.26
F  1.37369  -1.83992  0.18119  -0.24
C  9.11290  0.08440  2.85873  -0.10
O  8.40058  0.25331  1.65121  -0.19
C  8.51577  -0.75302  0.73536  -0.26
C  7.61868  -0.37273  -0.49214  -0.20
N  8.34336  0.57709  -1.33325  -0.06
C  7.65144  0.71423  -2.61368  -0.19
C  8.54178  1.50161  -3.63489  -0.23
O  8.42074  2.85199  -3.29992  -0.19
C  9.01994  3.61874  -4.26924  -0.13
H  8.94306  0.87867  3.58565  0.09
H  10.18569  0.11478  2.66821  0.09
H  8.85519  -0.90280  3.24225  0.08
H  8.23596  -1.73742  1.11054  0.11
H  9.53081  -0.90060  0.36655  0.12
H  6.63700  -0.05866  -0.13753  0.12
H  7.41091  -1.26427  -1.08383  0.11
H  8.34213  1.50217  -0.92788  0.11
H  6.70504  1.22713  -2.44236  0.12
H  7.44826  -0.29037  -2.98464  0.11
H  8.09835  1.26125  -4.60118  0.11
H  9.59522  1.22185  -3.62536  0.13
H  10.03657  3.74497  -3.89690  0.09
H  8.48464  4.56811  -4.25269  0.09
H  8.97792  3.14989  -5.25235  0.09
C  0.18320  8.27104  -12.86978  -0.14
O  -0.99655  7.62295  -12.60483  -0.24
C  -1.46171  6.64375  -13.56741  -0.16
C  -2.92510  6.29403  -13.12947  -0.17
N  -3.06651  5.26203  -12.06443  -0.06
C  -2.41082  5.65306  -10.85319  -0.25
C  -2.60647  4.64528  -9.77466  -0.22
O  -3.94650  4.63790  -9.26643  -0.19
C  -4.21036  3.64655  -8.32122  -0.13
H  0.51943  8.94494  -12.08180  0.09
H  -0.04108  8.85587  -13.76184  0.09
H  0.98838  7.55875  -13.04984  0.09
H  -0.78342  5.79069  -13.54974  0.12
H  -1.42286  7.05838  -14.57472  0.11
H  -3.52410  5.86513  -13.93280  0.11
H  -3.49255  7.16890  -12.81212  0.11
H  -4.06078  5.21036  -11.89452  0.11
H  -2.76126  6.63392  -10.53191  0.12
H  -1.34393  5.85481  -10.94893  0.12
H  -1.90163  4.81760  -8.96127  0.12
H  -2.36961  3.64162  -10.12778  0.12
H  -3.50331  3.77171  -7.50115  0.08
H  -4.13897  2.64702  -8.75012  0.09
H  -5.20730  3.74390  -7.89141  0.09
C  -2.56414  -5.04229  8.26526  -0.12
O  -3.51690  -5.30688  7.26210  -0.22
C  -4.47838  -6.30271  7.65884  -0.21
C  -5.70044  -6.32444  6.72682  -0.18
N  -5.30447  -7.05400  5.51672  -0.07
C  -6.47044  -7.41930  4.73980  -0.21
C  -6.04585  -7.78066  3.28224  -0.20
O  -5.40146  -6.62731  2.79025  -0.25
C  -5.44984  -6.45742  1.36906  -0.09
H  -3.00681  -5.01378  9.26091  0.09
H  -2.06315  -4.10629  8.01826  0.09
H  -1.80745  -5.81882  8.37717  0.08
H  -4.85204  -6.20486  8.67810  0.12
H  -3.91291  -7.23436  7.67850  0.12
H  -6.03641  -5.30798  6.52179  0.13
H  -6.50898  -6.85859  7.22585  0.12
H  -4.90918  -7.96159  5.71706  0.11
H  -7.25451  -6.66219  4.74965  0.12
H  -6.92655  -8.31162  5.16855  0.12
H  -6.91557  -7.99800  2.66220  0.12
H  -5.34037  -8.61153  3.27497  0.12
H  -4.92928  -7.31207  0.93701  0.09
H  -4.85721  -5.56760  1.15670  0.07
H  -6.41219  -6.42492  0.85826  0.09
C  0.56143  -6.78078  -0.07535  -0.08
O  1.14170  -6.83821  1.25636  -0.22
C  1.30826  -8.17177  1.74300  -0.21
C  2.07674  -8.01139  3.09067  -0.18
N  1.19761  -7.78858  4.26082  -0.06
C  1.85831  -7.46814  5.56079  -0.17
C  2.78198  -6.21796  5.47077  -0.19
O  2.05120  -5.08042  4.90259  -0.24
C  2.85141  -3.86868  5.00559  -0.10
H  -0.08000  -5.90345  -0.15876  0.08
H  -0.05892  -7.66344  -0.23083  0.07
H  1.26105  -6.95818  -0.89214  0.09
H  1.87950  -8.78265  1.04398  0.13
H  0.34905  -8.65174  1.93707  0.11
H  2.78128  -7.19690  2.92237  0.12
H  2.70574  -8.88226  3.27518  0.12
H  0.63264  -8.61025  4.42128  0.10
H  2.54348  -8.27759  5.81265  0.11
H  1.05994  -7.40301  6.30003  0.11
H  3.65947  -6.35431  4.83870  0.12
H  3.09415  -6.00563  6.49330  0.12
H  3.85551  -3.97133  4.59405  0.09
H  2.94010  -3.39285  5.98221  0.08
H  2.32640  -3.10168  4.43622  0.08
C  -2.72280  4.26359  8.10980  -0.13
O  -2.66984  2.93387  7.76361  -0.17
C  -3.97073  2.43413  7.61388  -0.24
C  -3.82864  0.98960  7.19993  -0.21
N  -2.94309  0.72887  6.08732  -0.05
C  -3.32095  1.31191  4.79855  -0.18
C  -4.79323  0.95592  4.44719  -0.26
O  -5.03580  -0.41050  4.47613  -0.20
C  -6.36585  -0.78974  4.06628  -0.08
H  -3.27135  4.84760  7.37080  0.09
H  -1.72668  4.70601  8.12000  0.09
H  -3.19058  4.41772  9.08219  0.09
H  -4.57106  3.01069  6.91012  0.12
H  -4.57016  2.49967  8.52188  0.13
H  -4.79789  0.53965  6.98493  0.11
H  -3.41583  0.40487  8.02200  0.12
H  -2.05972  1.12968  6.36861  0.10
H  -2.68167  1.04690  3.95641  0.11
H  -3.22581  2.39572  4.73228  0.12
H  -5.06158  1.33847  3.46244  0.12
H  -5.42198  1.54244  5.11708  0.11
H  -6.70225  -0.21380  3.20418  0.09
H  -7.09083  -0.66451  4.87054  0.09
H  -6.38600  -1.81634  3.70052  0.08
C  1.35527  8.48574  1.49457  -0.18
O  1.07035  7.30347  0.93083  -0.18
C  1.02200  7.20693  -0.48121  -0.16
C  0.52596  5.71651  -0.72721  -0.18
N  0.75657  5.35529  -2.07526  -0.03
C  2.11447  5.16461  -2.61995  -0.17
C  1.99364  4.51051  -3.99452  -0.22
O  1.46345  3.19411  -3.79979  -0.21
C  1.33350  2.34766  -4.95987  -0.06
H  1.30803  8.41140  2.58100  0.09
H  0.71637  9.33662  1.25815  0.09
H  2.36180  8.88022  1.35523  0.09
H  2.02223  7.27694  -0.90872  0.11
H  0.30720  7.92172  -0.88891  0.13
H  -0.54438  5.63127  -0.53961  0.12
H  1.01809  5.04196  -0.02658  0.13
H  0.26860  4.47698  -2.17786  0.12
H  2.70435  4.45321  -2.04198  0.13
H  2.64500  6.11642  -2.64560  0.11
H  2.94186  4.48009  -4.53122  0.12
H  1.34130  5.15408  -4.58476  0.12
H  0.69108  1.47007  -4.88779  0.09
H  2.34620  1.95003  -5.02641  0.09
H  0.98634  2.96566  -5.78791  0.08

=====

Number 1: total energy -167948.142 eV, M 966.58 g/mol. Number 2: total energy -114892.112 eV, M 1097.99 g/mol.